Molecular formula: C50H61BF5O22S2
Method: DFT, the ωB97M-V functional and the def2-TZVPD basis

The geometry in XYZ format:
```
141
Properties=species:S:1:pos:R:3:forces:R:3:lowdin_charge:R:1
O 1.272882 0.153448 -2.948689 -0.28 3.29 4.26 0.0457
C 1.217435 0.915075 -1.902271 0.64 -4.36 -6.56 -0.3830
O 0.532022 0.693342 -0.870504 -2.08 -2.14 1.86 0.2600
B 0.894076 1.534475 0.267900 0.16 0.28 0.17 -0.8365
O 1.778531 2.470512 -0.421256 0.78 1.24 0.67 0.2322
C 1.947548 2.176793 -1.712223 0.60 1.77 -0.03 -0.3930
O 2.492796 2.851059 -2.548000 -0.07 -0.43 0.75 0.1507
O 1.524456 0.805681 1.410569 -1.66 -0.21 0.64 0.1943
C 0.628814 0.755514 2.457595 4.19 -1.43 3.32 -0.2891
O 0.938083 0.291866 3.603745 -1.83 1.61 -5.01 0.0732
C -0.511539 1.658787 2.089184 -3.24 2.50 3.37 -0.3525
O -0.326870 2.151084 0.877789 0.00 -0.52 0.27 0.2258
O -1.353652 2.053737 2.957540 2.77 -1.61 -3.69 0.0720
F -6.886742 1.287041 -5.955762 0.66 0.13 0.90 0.0305
C -6.701362 1.595375 -4.630127 -1.76 0.08 0.09 -0.2457
C -7.790684 2.145744 -3.963100 -0.08 1.48 0.42 -0.0231
C -7.697902 2.551368 -2.619065 1.16 -1.21 -0.30 -0.0992
C -6.571658 2.180995 -1.912599 0.69 -1.11 -0.70 -0.0716
C -5.485560 1.504311 -2.599585 -1.81 2.16 3.32 -0.0718
C -5.549408 1.290724 -3.920739 0.61 -0.96 -1.73 -0.0483
H -8.726393 2.491430 -4.377039 0.12 -0.53 -1.03 0.1067
H -8.499804 3.057823 -2.102482 -0.20 -0.05 -0.21 0.0994
H -6.641128 2.267829 -0.838335 0.70 0.24 0.12 0.0947
H -4.601302 1.288699 -2.018202 0.06 -0.29 -0.14 0.1078
H -4.682518 0.785426 -4.320222 -0.15 0.06 -0.74 0.1207
F -5.979876 2.437120 9.571510 -0.35 1.30 -0.37 0.0404
C -5.980728 3.791040 9.341261 -1.09 0.87 -0.34 -0.2430
C -4.801433 4.445178 9.128853 0.60 0.18 0.34 -0.0153
C -4.747248 5.862062 9.030226 1.58 -2.82 0.44 -0.0781
C -5.883387 6.563506 9.134422 -0.20 2.16 -0.59 -0.1299
C -7.096587 5.936818 9.201116 -0.80 -0.23 0.31 -0.1066
C -7.173147 4.576785 9.285054 0.36 -2.08 0.30 -0.0145
H -3.895292 3.857552 9.123305 0.16 0.04 -0.05 0.1164
H -3.734570 6.236170 8.999576 -0.18 0.61 -0.25 0.1078
H -5.864498 7.639677 9.045631 0.06 0.17 0.19 0.1058
H -8.000249 6.525788 9.254850 -0.11 -0.03 -0.17 0.1075
H -8.141354 4.098478 9.299385 -0.03 -0.17 0.21 0.1096
F 3.557231 8.770411 8.011468 0.38 3.32 -0.09 0.1386
C 3.360780 7.514357 8.101613 -0.62 -3.61 -0.60 -0.3824
C 2.458411 6.875805 7.286713 -2.10 1.82 -1.07 -0.0406
C 2.089914 5.574765 7.386554 1.68 -1.48 0.66 -0.0592
C 2.893404 4.758099 8.238104 -0.83 -0.18 -1.36 -0.0902
C 3.942855 5.316447 8.903092 -0.39 1.08 0.78 -0.0836
C 4.085391 6.721310 8.898564 1.84 -0.88 1.75 -0.0251
H 1.899924 7.530689 6.634326 -0.11 0.04 -0.37 0.1177
H 1.376856 5.139097 6.702343 -0.21 0.04 0.19 0.1089
H 2.745729 3.688395 8.256036 -0.12 -0.07 0.07 0.0997
H 4.571497 4.714863 9.542859 0.11 0.02 -0.01 0.1017
H 4.791988 7.200450 9.560031 0.35 -0.10 0.05 0.1145
F -0.606998 9.483430 1.444143 -0.98 0.40 0.64 0.0289
C -1.732959 9.765823 2.182715 -0.50 -2.21 0.77 -0.2528
C -2.369151 10.990676 2.043378 -0.61 0.44 1.21 -0.0243
C -3.448148 11.278938 2.911001 0.40 -1.81 -0.95 -0.0615
C -3.968998 10.243876 3.737973 -0.89 3.77 -0.23 -0.1439
C -3.465197 9.017921 3.806791 3.58 -1.92 -1.26 -0.0882
C -2.254943 8.737203 3.030371 -1.12 1.71 0.35 0.0339
H -1.985558 11.741972 1.368979 0.07 -0.04 -0.08 0.1091
H -3.984741 12.211866 2.820964 0.17 0.14 0.16 0.0942
H -4.760068 10.548921 4.406970 -0.34 -0.17 -0.02 0.0970
H -3.860906 8.314354 4.524291 0.11 -0.30 -0.20 0.1029
H -1.741964 7.802021 3.199737 0.11 -0.02 -0.39 0.1046
F 2.103439 -9.460190 -5.222838 -0.89 0.95 -0.03 0.0334
C 1.581273 -8.304717 -5.751480 -0.96 0.13 -1.22 -0.2659
C 2.293564 -7.132414 -5.638846 1.04 0.88 -0.45 -0.0376
C 2.069209 -6.027496 -6.490967 -2.35 -1.65 0.51 -0.0557
C 0.908639 -6.086529 -7.325722 0.69 0.05 1.24 -0.0883
C -0.002168 -7.169296 -7.260664 2.42 0.14 0.47 -0.0715
C 0.383841 -8.309333 -6.501194 0.23 0.32 -0.05 -0.0137
H 3.096596 -7.072324 -4.919171 0.24 -0.19 -0.04 0.1104
H 2.642081 -5.124933 -6.337369 0.07 -0.01 -0.35 0.1001
H 0.706669 -5.195606 -7.901810 -0.26 -0.12 -0.28 0.0911
H -0.863908 -7.114630 -7.909378 -0.22 -0.38 0.28 0.0949
H -0.233703 -9.195286 -6.490079 -0.01 -0.12 -0.09 0.1031
C 8.040898 3.422543 -2.328130 0.09 0.00 0.02 -0.2676
S 9.040347 2.650581 -1.008746 -0.35 0.60 0.50 0.8153
O 9.642885 3.822240 -0.280022 -0.49 -0.88 -0.10 -0.5862
C 7.664743 1.887289 0.014179 -0.53 0.70 -0.20 -0.2477
H 8.703409 4.054102 -2.919994 0.47 -0.37 0.08 0.0434
H 7.306239 4.140669 -1.963895 -0.28 -0.49 0.38 0.0581
H 7.634990 2.645735 -2.976141 -0.24 0.08 0.12 0.0486
H 7.138686 1.097750 -0.522455 0.40 -0.09 -0.34 0.0453
H 6.890094 2.618052 0.246556 0.16 0.40 -0.18 0.0474
H 7.963474 1.494527 0.986081 0.73 0.04 -0.29 0.0437
C 0.192991 2.566742 -9.953754 -0.53 -1.06 0.11 -0.2218
S -0.517479 1.014635 -10.876177 1.75 0.28 1.67 0.8293
O 0.511999 -0.068136 -10.569963 -1.23 1.18 -0.69 -0.5925
C -1.782207 0.750112 -9.594925 0.76 0.40 0.23 -0.2807
H 1.037956 3.020102 -10.472010 -0.29 -0.18 -0.22 0.0390
H 0.532509 2.162938 -8.999940 0.29 -0.35 -0.16 0.0421
H -0.561064 3.291199 -9.646048 -0.20 0.09 -0.67 0.0385
H -2.328962 -0.172061 -9.791791 -0.01 0.26 0.00 0.0511
H -2.386144 1.640805 -9.421625 -0.32 -0.19 -0.42 0.0498
H -1.139315 0.665603 -8.718749 -0.23 -0.46 0.17 0.0452
C -2.264665 -8.639137 6.175911 -0.93 0.22 1.14 -0.0454
O -2.210663 -7.239616 6.016083 0.40 -0.22 -0.27 -0.0159
C -3.324487 -6.571878 5.678893 -1.17 -1.93 0.54 -0.6294
O -4.483774 -6.959291 5.677154 1.52 0.26 -0.10 0.1122
O -2.865154 -5.412879 5.391943 0.79 2.31 -0.79 0.0219
C -3.687344 -4.425841 4.821433 -0.16 1.11 -0.13 -0.0305
H -2.165455 -9.159262 5.223150 0.03 -0.02 0.15 0.0996
H -3.222790 -8.804155 6.668741 -0.11 -0.79 -0.29 0.0899
H -1.495796 -8.879990 6.910025 0.18 -0.19 -0.42 0.0946
H -3.036941 -3.587878 4.570659 0.19 -0.17 0.08 0.0978
H -4.385005 -4.036624 5.562978 -0.38 -0.32 -0.25 0.1018
H -4.134881 -4.745050 3.880206 -0.33 -0.26 0.33 0.1035
C -6.467593 -7.376596 -1.861486 0.12 -0.38 -0.95 -0.0095
O -5.042347 -7.184547 -2.029506 -1.07 -2.01 1.78 0.0307
C -4.666946 -5.987266 -2.306921 -1.37 3.03 -1.92 -0.6880
O -5.388951 -5.078461 -2.684902 0.11 -0.24 0.68 0.1013
O -3.384133 -5.921087 -2.273882 2.93 -1.38 0.96 0.0316
C -2.655657 -4.729462 -2.322752 -0.91 2.56 0.08 -0.0451
H -6.680537 -8.118015 -1.091392 0.55 0.06 0.02 0.0906
H -6.738758 -7.791781 -2.832154 -0.73 0.14 0.16 0.0975
H -7.005905 -6.455904 -1.636453 0.31 -0.01 -0.22 0.0953
H -1.628711 -4.779436 -1.960843 -0.05 -0.98 -0.70 0.1016
H -3.054596 -3.957924 -1.664213 -0.58 -0.28 0.55 0.0935
H -2.823489 -4.207244 -3.264671 0.70 -0.49 -0.45 0.1002
C 1.819296 -6.330489 2.613734 0.44 0.58 0.21 -0.0237
O 1.523520 -7.594043 1.976524 -0.32 0.77 -0.75 0.0025
C 2.154838 -8.721596 2.259445 2.01 -0.32 3.87 -0.5263
O 2.990704 -8.839330 3.211567 -2.68 -0.12 -3.76 0.0538
O 1.612515 -9.695745 1.491413 1.14 1.54 -0.84 -0.0053
C 1.979672 -11.043746 1.669021 -0.03 -1.07 2.50 -0.0638
H 2.758341 -5.862241 2.318719 0.64 -0.99 0.13 0.0941
H 1.731632 -6.359662 3.699809 0.13 -0.38 -0.14 0.0975
H 1.179439 -5.524603 2.254257 -0.95 -0.84 -0.23 0.0903
H 1.307287 -11.309452 2.484737 -0.34 -1.03 -0.32 0.0965
H 2.932052 -11.278076 2.144579 0.53 0.99 -0.29 0.0896
H 1.923535 -11.724623 0.819693 -0.58 0.88 -0.37 0.0949
C 11.992249 0.547577 -6.988265 4.16 0.83 -0.65 -0.1113
O 10.693708 0.589876 -6.726744 -3.30 0.81 2.71 0.0285
C 9.833056 0.009058 -7.505142 -3.01 0.79 2.35 -0.5898
O 10.114801 -0.496089 -8.511344 0.09 -1.81 -3.33 0.1852
O 8.565233 0.097840 -6.896661 2.99 1.23 0.47 -0.0266
C 7.421750 -0.294987 -7.570712 -0.66 -1.38 -0.70 -0.0869
H 12.516075 0.967347 -6.129494 -0.11 -0.35 0.32 0.1014
H 12.275630 1.261637 -7.761512 -0.12 -0.21 -0.60 0.1032
H 12.423206 -0.426718 -7.218766 -0.33 -0.14 -0.07 0.1083
H 7.082531 0.391407 -8.346535 0.37 0.00 -0.18 0.0974
H 6.595500 -0.395804 -6.866966 0.29 0.22 0.30 0.0959
H 7.620333 -1.300888 -7.940614 -0.38 0.03 -0.62 0.0947
```
Positions in Å, forces in eV/Å.

HOMO-LUMO gap	8.954	eV
energy	-133818.089	eV
HOMO energy	-7.32	eV
charge	-1

***

Molecular formula: C50H63N3O4Zr
Method: DFT, the ωB97M-V functional and the def2-TZVPD basis

The geometry in XYZ format:
```
121
Properties=species:S:1:pos:R:3:forces:R:3:lowdin_charge:R:1
Zr 0.121883 0.231924 0.321494 -1.57 1.61 -2.64 1.8120
C -5.188683 5.663241 1.287923 0.07 -0.04 -0.19 -0.0512
C -4.633061 5.303139 -0.097389 -0.11 0.10 -0.09 -0.5562
C -4.332747 6.588258 -0.881781 -0.09 -0.14 0.10 -0.0412
C -5.719143 4.511422 -0.832669 0.21 0.12 0.10 -0.0624
C -3.349956 4.502259 0.050621 0.12 -0.12 -0.05 -0.1726
C -3.051322 3.405909 -0.743249 0.04 0.14 0.24 0.0546
C -1.902038 2.653149 -0.517684 0.38 0.21 0.31 -0.1268
N -1.466954 1.673839 -1.433330 -1.02 -0.18 0.47 -0.0454
C -2.400199 0.670500 -1.797889 0.01 -0.15 0.30 -0.1560
C -3.346882 0.949427 -2.766308 0.01 -0.33 0.04 0.0122
C -4.311477 0.013267 -3.110083 -0.01 -0.05 -0.01 -0.1601
C -4.266280 -1.215781 -2.465331 -0.01 0.18 -0.13 0.0306
C -3.328439 -1.541589 -1.495865 0.45 0.03 0.37 -0.0815
C -2.372783 -0.571236 -1.121007 -1.57 0.16 -1.33 -0.2564
O -1.447442 -0.778886 -0.195259 -0.92 -1.00 -0.29 -0.2615
C -3.294536 -2.926739 -0.857546 0.00 -0.16 0.08 -0.5144
C -3.392827 -2.790108 0.667739 0.09 0.11 -0.06 -0.0265
C -1.972051 -3.597433 -1.253774 -0.13 0.11 0.00 -0.0272
C -4.438117 -3.833922 -1.323877 0.19 0.21 0.05 -0.0614
C -5.360388 0.362059 -4.154635 -0.16 0.01 -0.16 -0.5543
C -4.670638 0.782389 -5.458782 -0.11 -0.05 0.16 -0.0445
C -6.220664 1.522952 -3.633868 0.07 -0.15 -0.07 -0.0420
C -6.283642 -0.815214 -4.479115 0.15 0.18 0.08 -0.0648
C -1.115607 2.901729 0.638022 -1.47 1.39 -0.71 -0.2458
O -0.305085 1.956157 1.107458 0.31 0.19 0.37 -0.2477
C -1.242377 4.178381 1.232035 0.22 -0.35 -0.03 -0.0905
C -2.368440 4.926918 0.942311 -0.08 -0.11 -0.03 0.0071
C -0.135171 4.720799 2.122145 0.07 0.02 0.12 -0.5188
C -0.237674 6.235667 2.334011 -0.06 -0.29 0.00 -0.0601
C -0.185041 4.025331 3.484384 0.01 -0.02 -0.16 -0.0198
C 1.208654 4.472621 1.421022 -0.13 -0.11 0.05 -0.0274
H -6.142763 6.174922 1.180458 -0.13 0.08 0.01 0.0803
H -4.519411 6.319953 1.835953 0.07 0.06 0.09 0.0711
H -5.341685 4.761151 1.876553 -0.04 -0.07 0.10 0.0913
H -5.248561 7.155913 -1.033054 -0.12 0.14 -0.05 0.0807
H -3.903443 6.350608 -1.853625 0.02 -0.01 -0.09 0.0873
H -3.625097 7.214017 -0.343147 0.10 0.08 0.05 0.0794
H -6.650458 5.075320 -0.820855 -0.09 0.04 -0.04 0.0826
H -5.888787 3.554813 -0.342664 -0.05 -0.13 -0.01 0.0922
H -5.449339 4.332933 -1.870388 -0.01 -0.06 -0.14 0.0670
H -3.700298 3.122154 -1.553778 -0.08 -0.03 -0.06 0.0910
H -3.295972 1.910188 -3.258597 0.02 0.04 -0.02 0.1183
H -4.988750 -1.961428 -2.737487 -0.14 -0.14 -0.03 0.0827
H -2.625481 -2.118464 1.043784 -0.10 -0.09 0.06 0.0607
H -3.269873 -3.757281 1.152907 -0.02 -0.15 0.03 0.0817
H -4.365544 -2.385236 0.939676 -0.13 0.04 0.07 0.0926
H -1.144653 -2.918351 -1.072947 0.16 -0.05 0.00 0.0576
H -1.986408 -3.856239 -2.311580 0.02 -0.01 -0.13 0.0933
H -1.819364 -4.504959 -0.674011 0.00 -0.15 0.03 0.0772
H -5.403439 -3.399116 -1.073702 -0.15 0.00 -0.03 0.0867
H -4.366088 -4.798617 -0.823642 0.05 -0.07 0.07 0.0857
H -4.386880 -4.010362 -2.396988 -0.08 -0.03 -0.10 0.0830
H -3.968723 1.594889 -5.295231 0.07 0.12 -0.03 0.0721
H -5.416587 1.110829 -6.180231 -0.05 0.05 -0.13 0.0834
H -4.124011 -0.058767 -5.879867 0.09 -0.07 -0.08 0.0887
H -5.633389 2.432624 -3.538475 0.07 0.13 0.05 0.0675
H -6.638082 1.282180 -2.658093 -0.05 -0.01 0.10 0.0912
H -7.043324 1.718323 -4.320544 -0.07 0.07 -0.08 0.0826
H -5.711690 -1.649031 -4.881670 -0.01 -0.16 0.00 0.0864
H -7.011832 -0.512220 -5.230215 -0.04 0.03 -0.06 0.0834
H -6.829484 -1.144722 -3.597951 -0.08 -0.09 0.08 0.0849
H -2.497463 5.868157 1.445175 -0.01 0.20 0.08 0.0953
H -1.091602 6.503642 2.950336 -0.14 0.08 0.06 0.0788
H -0.310380 6.754057 1.380992 -0.01 0.12 -0.09 0.0888
H 0.660434 6.579888 2.842547 0.09 0.06 0.09 0.0835
H -1.088034 4.316863 4.019783 -0.08 -0.02 0.04 0.0930
H 0.677938 4.304208 4.085049 0.14 0.02 0.17 0.0804
H -0.189720 2.945621 3.355235 -0.01 -0.02 0.06 0.0693
H 1.245765 5.030079 0.485522 0.02 0.04 -0.08 0.0967
H 1.357270 3.418048 1.202101 0.04 0.11 -0.01 0.0588
H 2.025380 4.807374 2.055626 0.18 0.08 0.11 0.0807
C 1.981907 -2.991645 -0.548344 0.36 -0.03 -0.34 -0.0523
O 1.015211 -2.261898 0.195870 -0.47 -0.57 0.59 -0.1941
C 0.326069 -2.985496 1.165658 -0.10 0.72 0.32 -0.2139
C 0.165818 -4.357961 1.177060 0.06 -0.08 -0.07 -0.0308
C -0.513585 -4.964992 2.227766 0.11 0.14 -0.03 -0.0705
C -1.009728 -4.211616 3.277313 0.03 -0.09 0.09 -0.0812
C -0.837816 -2.839696 3.285543 0.12 0.26 -0.39 -0.0083
C -0.194106 -2.215294 2.224163 -0.27 -1.36 0.36 -0.2090
N 0.056986 -0.844295 2.167228 2.21 0.33 2.75 -0.0728
N 0.727884 -0.378574 3.184946 -1.41 -1.56 -0.50 0.1576
C 1.507963 0.701078 3.051659 0.49 0.56 -0.77 -0.1765
C 2.256834 0.980493 1.856481 -0.02 -0.64 0.19 -0.2973
O 2.033374 0.381311 0.699176 2.93 0.38 1.75 -0.2079
C 3.376642 1.833159 1.987171 0.55 0.56 0.18 0.0049
C 3.656046 2.508339 3.143585 -0.14 -0.37 -0.77 0.0040
C 2.856365 2.351457 4.297563 -0.58 -0.34 0.42 -0.1785
C 3.060500 3.091690 5.476934 0.08 0.05 -0.05 -0.0322
C 2.269465 2.893035 6.576922 0.07 0.10 0.09 -0.0786
C 1.244170 1.940640 6.548232 0.03 -0.02 -0.09 -0.0623
C 1.014037 1.214271 5.408612 -0.03 -0.06 0.05 -0.0220
C 1.805725 1.407155 4.264957 0.29 0.25 0.25 -0.1167
H 2.479665 -3.733175 0.082072 -0.07 0.12 0.01 0.1024
H 2.723833 -2.269696 -0.895799 -0.15 -0.05 0.00 0.1014
H 1.526991 -3.491479 -1.410559 -0.02 0.08 0.12 0.1025
H 0.557722 -4.971040 0.378611 0.01 0.04 -0.07 0.1176
H -0.634712 -6.037504 2.223494 -0.03 -0.08 -0.01 0.1080
H -1.509813 -4.692343 4.103947 -0.08 -0.05 0.04 0.1058
H -1.194117 -2.225849 4.098373 -0.06 0.03 0.09 0.1174
H 3.989474 1.974052 1.105810 -0.03 -0.02 -0.01 0.1286
H 4.493113 3.189361 3.179989 0.12 0.07 -0.03 0.1228
H 3.844483 3.836135 5.496704 0.09 0.03 0.01 0.1145
H 2.430848 3.468526 7.476253 0.04 0.08 0.04 0.1036
H 0.628643 1.796944 7.425144 -0.04 -0.06 0.01 0.1064
H 0.214713 0.488274 5.366800 -0.05 0.03 0.03 0.1091
C 2.003422 1.049985 -2.828663 -0.30 -0.06 0.15 -0.0609
C 0.482979 0.804142 -2.837612 -0.11 0.46 -0.27 -0.5862
C -0.113803 1.408150 -4.119181 0.19 -0.21 0.20 -0.0385
C 0.241773 -0.714333 -2.840683 0.02 0.40 -0.14 -0.0404
C -0.033234 1.465580 -1.548893 1.62 -0.22 -0.45 -0.2886
H 2.497361 0.498779 -3.627062 0.03 -0.10 -0.09 0.0799
H 2.429076 0.740466 -1.866256 0.05 0.06 -0.14 0.0656
H 2.213745 2.109843 -2.973601 0.04 0.06 0.07 0.0851
H 0.439887 1.046242 -4.984976 0.01 -0.01 -0.20 0.0797
H -0.055497 2.494421 -4.099710 0.02 0.13 0.02 0.0878
H -1.154824 1.118334 -4.234761 -0.12 0.01 -0.05 0.0617
H 0.792131 -1.176784 -3.660896 0.12 -0.14 0.03 0.0927
H -0.814806 -0.949187 -2.975680 0.10 -0.09 0.08 0.0847
H 0.586230 -1.135897 -1.887265 0.01 -0.27 -0.26 0.0462
H 0.423774 2.468647 -1.456999 -0.14 -0.24 -0.16 0.1217
```
Positions in Å, forces in eV/Å.

HOMO-LUMO gap	4.866	eV
energy	-66815.818	eV
HOMO energy	-6.27	eV
relative energy (zero: lowest compared OMol25 entry of this formula, charge and spin)	0.00	kcal/mol